No. 1
C29H34Cl3N3O2PdSbSi | the ωB97M-V functional and the def2-TZVPD basis

Net charge ... +1
F_max ... 2.328 eV/Å
Gap between HOMO and LUMO (spin up / spin down) ... 0.222 / 0.224 Eh
Spin multiplicity ... 1

```
74
Properties=species:S:1:pos:R:3:forces:R:3:mulliken_charge:R:1
C 2.646816 4.285328 1.637100 -0.1 -0.2 0.0 -0.5755
C -1.684484 0.463328 3.050800 -0.3 0.0 0.3 -0.0473
C -0.511884 -1.725272 3.276600 -0.1 0.1 0.2 -0.1891
C -2.060584 2.445228 -0.776600 -0.1 -0.6 0.1 -0.5469
H -4.635584 0.012428 -1.180300 0.2 0.0 -0.2 0.5608
H 5.279116 0.829128 -2.489900 -0.1 0.1 0.0 0.3849
H 3.882316 4.113128 -0.117400 0.1 0.0 -0.1 0.5717
H 1.282916 4.074828 3.300600 0.0 0.0 0.1 0.5844
C 3.066416 3.701128 0.453800 -0.2 -0.2 0.0 -0.7139
H 4.547816 1.929328 -3.679300 -0.1 0.0 0.1 0.3126
N 2.304916 0.846028 -1.732700 0.0 0.6 0.7 -0.0690
H -2.020784 1.761228 4.818200 0.1 0.0 0.0 0.3433
N -0.724784 0.899528 2.048100 0.6 0.4 -0.3 0.6079
H -3.055084 2.793628 -2.666200 -0.1 0.0 -0.1 0.3236
H -1.371984 0.029528 -3.334000 0.0 0.1 0.1 0.4728
Si 0.562816 -2.346672 -1.091900 -0.5 0.9 2.1 0.3646
C -0.014684 1.825728 2.564800 -0.7 -0.8 -0.3 -0.1212
Cl -1.194784 -2.868972 -0.028200 0.1 -0.6 -0.4 -0.1153
C 4.685416 -3.590972 -2.601000 0.1 0.0 0.0 -0.4576
Pd 0.484416 -0.138972 -0.170500 -0.9 -0.3 -0.4 1.1913
H -1.079984 2.736128 -1.160600 0.1 -0.2 0.1 0.3461
H -2.969884 -1.724372 -4.169900 0.0 -0.2 0.0 0.4058
C -2.897884 -3.061072 3.692900 -0.1 -0.2 0.0 -0.8351
H -5.907184 0.554628 0.754800 -0.1 0.0 0.0 0.4339
C 1.034416 2.536828 1.831900 0.5 0.4 0.0 -0.1534
H -2.674784 0.804228 2.723900 0.1 0.0 0.1 0.1175
C 1.627316 3.683828 2.357000 -0.1 -0.2 -0.2 -0.8965
C 2.885416 1.845328 -1.188200 -0.4 -0.9 -0.7 0.2905
H 4.210816 -3.729172 -4.685000 0.0 -0.1 0.0 0.4259
C -2.720984 -1.641972 -3.112700 0.0 0.2 0.0 -0.9191
C -2.907884 -1.701672 3.443300 0.1 0.1 -0.1 -0.3310
Cl 1.659616 -4.039572 -1.034500 -0.2 0.0 -0.4 -0.2213
H -4.142284 2.741528 -1.277600 -0.2 0.0 0.0 0.2794
N 1.400016 1.996928 0.670200 -0.1 -0.1 0.0 0.8069
C -0.509884 -3.090072 3.495900 0.1 0.1 0.0 -0.8634
C 4.365616 1.364228 -2.765500 0.2 -0.5 -0.6 -0.6336
Sb -2.047984 0.247128 -0.694400 0.0 1.4 -1.6 0.2930
O -0.250284 2.155528 3.839300 0.5 0.6 -0.2 -0.4612
H 4.143216 -0.877872 -0.668600 0.0 0.1 0.1 0.3420
H -3.596284 -1.934172 -2.536000 -0.1 -0.1 0.0 0.2517
C 4.176016 -3.114772 -3.797100 0.0 -0.2 0.0 -0.5848
H 0.422516 -3.629872 3.493500 0.2 -0.1 0.0 0.4466
H -0.727784 0.547528 5.026200 0.0 0.1 0.0 0.3583
C -1.710684 -1.027472 3.237800 0.0 0.0 0.0 0.4351
C -1.218184 1.222128 4.319900 -0.5 -0.5 0.2 -0.5725
H 5.107216 -4.583072 -2.551100 0.0 -0.1 0.0 0.4245
H 5.065216 -3.159772 -0.542300 0.0 0.0 0.1 0.4112
C -4.826684 0.632328 0.871300 0.1 0.1 0.0 -0.9361
H 0.418616 -1.192972 3.152900 0.0 0.0 -0.1 0.3902
H -3.073584 0.478228 -3.163400 0.0 0.1 0.0 0.4205
H -3.114284 4.147428 -1.541600 -0.1 0.1 -0.1 0.4268
Cl 1.981116 -1.276872 1.117700 1.0 -0.6 0.1 -0.5970
H -2.130484 2.788928 0.257500 0.1 -0.1 0.0 0.3173
H 2.569816 0.539028 -3.766100 0.2 -0.1 0.0 0.6145
O 4.038716 2.267628 -1.715600 0.1 0.7 0.5 -0.4390
C 4.662716 -2.788572 -1.472000 0.1 0.1 -0.1 -0.9030
C -4.159484 -0.178172 -0.220700 0.6 -0.2 0.4 -0.6534
C 4.133416 -1.510772 -1.542200 0.1 0.0 -0.1 0.0865
H -4.580084 0.251328 1.858100 0.0 0.0 0.1 0.0054
H 3.115916 5.181528 2.008800 0.1 0.1 0.0 0.4568
C 3.601316 -1.034172 -2.736000 -0.1 0.0 0.0 0.3039
C -3.161084 3.061328 -1.618300 0.0 0.0 0.0 -1.2784
H -4.225484 -1.241372 -0.002200 0.0 -0.1 -0.1 0.4984
C 3.625416 -1.847772 -3.861200 -0.1 0.1 0.0 -0.5880
C -2.302884 -0.210972 -2.818900 0.0 0.2 0.5 -0.8102
C 2.414016 2.549828 0.007300 0.0 0.4 0.5 -0.0366
H -1.699284 -4.816272 3.908600 0.0 -0.2 0.0 0.4311
H -3.824984 -3.583772 3.870400 -0.1 0.0 0.0 0.4363
C 3.142916 0.402428 -2.841800 0.3 0.0 -0.3 -0.2865
C -1.702184 -3.756472 3.711800 0.0 -0.1 0.0 -0.4659
H -4.563784 1.687228 0.825500 0.0 0.1 0.0 0.2816
H -1.922384 -2.348772 -2.896100 0.0 -0.1 0.0 0.1036
H 3.227516 -1.490972 -4.799900 -0.1 0.1 -0.1 0.3970
H -3.848584 -1.169072 3.421000 -0.1 0.1 0.0 0.3460
```
Positions in Å, forces in eV/Å.

***

No. 2
C29H34N2O6 | the ωB97M-V functional and the def2-TZVPD basis

F_max ... 0.903 eV/Å
Gap between HOMO and LUMO ... 0.304 Eh
Spin multiplicity ... 1
SMILES ... CCCOc1cccc([C@H]2/C(=C(/O)c3ccc4c(c3)C[C@H](C)O4)C(=O)C(=O)N2CCN2CCOCC2)c1

```
71
Properties=species:S:1:pos:R:3:forces:R:3:nbo_charge:R:1
C 1.347139 0.816659 2.979711 -0.6 -0.1 -0.4 0.3284
H 0.438325 3.604098 1.347373 0.0 0.1 0.0 0.2276
C -2.876361 -3.594651 0.165024 -0.4 0.1 -0.2 -0.0710
H -3.460966 -1.731833 -3.242449 0.0 0.0 -0.1 0.2114
H -0.060808 -2.669646 -2.164430 0.1 0.0 0.0 0.2102
H 4.386000 -0.465956 2.609518 -0.1 0.0 0.0 0.2170
O -2.223766 3.414631 0.671157 0.0 0.1 0.0 -0.6381
H -3.382602 -4.189454 -1.846235 0.0 0.0 0.0 0.1710
H 0.633557 -2.130167 2.523011 0.0 0.0 0.0 0.2244
C 0.278569 -0.009463 2.622476 0.3 0.1 0.2 -0.1034
O -1.679914 -4.330547 0.260194 0.0 -0.2 0.0 -0.5225
N -1.862664 0.330974 -2.710658 0.0 0.0 0.2 -0.4006
H 2.561246 -1.812143 3.832050 -0.1 0.1 0.0 0.1878
H -1.541383 -0.182438 1.512623 -0.1 -0.1 -0.1 0.2124
C -0.709370 0.448126 1.786668 0.0 0.3 0.1 -0.1114
H 4.554876 1.117494 0.739051 0.0 -0.1 -0.1 0.1738
H 2.450126 2.806450 -2.904643 0.0 0.1 -0.1 0.2155
H -2.842634 3.661359 -0.069415 0.1 -0.2 0.0 0.5216
N -2.118125 -2.482188 -1.856841 -0.1 -0.2 -0.1 -0.4577
C 6.475805 -0.371684 2.092819 -0.2 -0.1 -0.1 -0.6049
H -0.353775 -1.632011 3.901410 0.0 -0.1 0.0 0.2231
C 1.765590 -1.109011 4.103625 -0.1 -0.6 0.4 0.1037
C 0.726787 1.708183 -2.291752 0.1 0.0 0.0 -0.2492
C 0.408971 2.589298 1.712268 -0.1 -0.1 -0.1 -0.1394
C -1.639527 2.266328 0.363820 -0.2 -0.2 -0.4 0.4765
O 2.248603 0.205381 3.774954 0.2 0.4 0.0 -0.4837
O -3.429599 1.360422 -4.014748 -0.1 0.1 0.1 -0.5900
H -2.786135 -2.661443 0.743076 0.0 0.0 0.0 0.1581
H 0.048114 2.257017 -2.927223 -0.1 0.1 -0.1 0.2183
H 6.806386 -0.918583 2.971703 0.1 0.0 0.1 0.2155
H -0.509201 -0.987650 -3.545921 0.0 0.0 -0.1 0.2064
C 5.030173 -0.720772 1.767103 -0.1 0.2 -0.3 -0.4161
C 1.508473 -1.181504 5.604463 0.2 0.2 -0.4 -0.6234
C -2.406667 -2.015196 -3.203096 0.1 0.2 -0.1 -0.2180
C 1.120597 -0.019145 -0.681664 0.1 0.0 -0.2 -0.2061
H 0.777783 -0.829600 -0.060339 -0.1 -0.1 0.1 0.2041
C 2.946361 1.349676 -1.429331 0.3 -0.2 0.3 -0.3063
C 0.244076 0.684146 -1.483352 0.2 -0.2 -0.1 -0.0150
H -0.449984 -2.683771 0.252981 0.0 0.0 0.0 0.1520
H 5.184863 -0.171883 -0.323816 -0.1 0.1 0.1 0.1702
H 3.987285 1.630837 -1.418910 0.1 0.0 0.0 0.2196
C 2.071601 2.018490 -2.270889 -0.2 0.1 -0.1 -0.1808
C -1.244880 0.421726 -1.404790 0.4 0.1 0.5 -0.0950
C 1.420570 2.125095 2.535913 0.2 -0.1 0.2 -0.2711
H 2.242644 2.758630 2.826478 0.1 0.1 0.0 0.2282
H -1.858225 -0.474388 -4.594112 0.1 0.0 0.1 0.2434
H 7.130357 -0.627481 1.262331 0.1 0.0 0.0 0.2023
C 4.537143 0.037933 0.539625 0.3 -0.1 0.2 -0.0570
C -1.581210 -0.777730 -3.581116 -0.3 -0.3 -0.2 -0.2317
H 4.935563 -1.790987 1.575541 -0.1 0.0 0.0 0.2021
H -1.435004 -0.510078 -0.860641 0.1 0.2 -0.1 0.2437
H -2.235273 -2.802927 -3.955460 -0.1 0.0 0.0 0.1761
C -1.929986 1.621093 -0.805418 -0.3 0.2 0.0 -0.2544
O -3.496190 3.210027 -1.627392 0.0 -0.1 -0.3 -0.5781
C -0.615854 -3.612854 -0.315202 0.2 0.1 -0.3 -0.0620
H 0.266755 -4.249332 -0.233278 0.0 0.1 0.0 0.1978
C -3.211417 -3.253507 -1.286771 0.1 -0.1 0.3 -0.2461
H -4.123027 -2.653344 -1.315968 0.0 0.0 0.0 0.2092
C 2.470534 0.326546 -0.617302 -0.2 0.1 -0.2 0.3037
C -2.835074 2.184732 -1.770279 0.1 0.3 0.9 0.4495
C -2.789120 1.278522 -2.988891 -0.2 -0.1 -0.6 0.5783
C -0.637227 1.761910 1.314431 -0.1 0.1 0.2 -0.1623
H -3.656367 -4.217849 0.604825 0.0 0.1 0.0 0.1980
H 0.725668 -0.478728 5.881696 -0.1 0.1 0.0 0.2123
H 1.202463 -2.186820 5.880835 -0.1 -0.1 0.0 0.2143
H 6.575721 0.692534 2.293490 0.1 0.1 0.0 0.2034
O 3.213904 -0.384157 0.268987 -0.1 -0.1 0.0 -0.5050
H -0.971881 -4.192203 -2.364878 0.0 0.1 0.0 0.1747
C -0.892355 -3.260428 -1.777071 0.0 0.0 0.3 -0.2620
C 0.487424 -1.345991 3.268350 0.1 -0.1 -0.1 -0.4440
H 2.413589 -0.924443 6.148456 0.1 0.0 0.1 0.2204
```
Positions in Å, forces in eV/Å.

***

No. 3
C29H34N4O2 | the ωB97M-V functional and the def2-TZVPD basis

F_max ... 0.712 eV/Å
Gap between HOMO and LUMO ... 0.303 Eh
Spin multiplicity ... 1
SMILES ... O=C(CN1CCN(C(c2ccccc2)c2ccccc2)CC1)Nc1ccc(N2CCOCC2)cc1

```
69
Properties=species:S:1:pos:R:3:forces:R:3:nbo_charge:R:1
H 6.629848 0.551222 0.715268 0.1 0.0 0.0 0.2122
C 3.572639 -1.597177 1.616604 0.0 0.0 0.0 -0.2322
H 4.849043 0.199112 -0.937036 0.0 0.1 -0.1 0.2156
H -4.515645 -0.591136 1.352567 -0.1 -0.1 0.0 0.2160
H 1.452692 0.671453 -4.761318 0.0 0.0 -0.1 0.2152
H -2.268334 4.628080 2.996519 0.0 -0.1 0.0 0.1960
N -3.864573 -2.230267 -0.623026 -0.3 0.2 -0.6 -0.6334
H -1.638704 1.486349 -2.049081 0.0 0.1 -0.1 0.2177
C -2.657403 -0.270903 -1.439411 -0.1 0.0 0.2 -0.1321
H 2.949067 -2.063532 -1.321819 -0.1 0.1 0.0 0.2147
C 1.710636 2.122601 -3.209021 0.0 0.1 -0.1 -0.2239
H -0.074845 -3.977771 0.460832 0.0 0.0 0.0 0.1707
H -2.728819 4.997723 0.590911 -0.1 0.0 0.1 0.2039
C 2.305246 1.244046 -1.054260 0.0 0.0 0.0 -0.2515
H 2.547014 1.411738 -0.014909 0.1 0.0 0.1 0.2232
C -1.918103 3.908357 2.254800 -0.3 0.0 -0.1 -0.0855
C -3.864786 -0.141051 0.617139 0.0 -0.3 -0.4 -0.2019
H 2.007974 -1.236110 -3.320337 0.0 -0.1 0.0 0.2111
C 4.763795 -0.243209 0.045433 0.0 0.0 0.0 -0.2318
H -1.080828 -0.852038 2.067259 0.0 0.0 0.0 0.2043
H 0.056268 -0.102455 0.031220 0.1 0.0 0.1 0.1870
C 0.575099 -0.820251 0.690362 -0.2 0.0 0.3 -0.2483
H -3.806357 3.721537 1.178821 0.0 0.0 0.0 0.2124
C 0.486478 -2.483050 -0.984510 -0.2 -0.3 0.1 -0.2107
C -2.477177 -2.934644 1.238313 0.2 -0.1 0.0 -0.3170
H -0.402964 2.803496 -1.051667 0.0 0.1 0.0 0.2278
C 2.025320 2.322302 -1.875249 0.0 0.0 0.0 -0.2110
C 1.693219 0.837099 -3.721236 -0.1 0.0 -0.1 -0.2100
O -0.578335 4.252725 1.974885 0.0 0.1 0.0 -0.5255
C 3.645849 -1.006548 0.362063 0.1 0.0 0.0 0.0559
C -0.033946 3.411945 0.982568 0.0 -0.1 -0.4 -0.0837
O -3.986241 -4.375802 0.019868 0.0 -0.3 0.1 -0.6118
C -2.617850 1.783766 -0.154371 -0.2 -0.3 0.0 0.2554
C 1.998676 -0.237961 -2.905240 0.0 0.0 0.1 -0.2299
H -2.206769 -3.870478 1.754609 -0.1 0.1 -0.1 0.2013
C -2.246140 1.033935 -1.279642 0.0 0.0 0.0 -0.2953
C -3.452580 1.166158 0.781970 0.2 0.3 0.1 -0.3049
H -0.016166 -1.792351 -1.682738 0.0 -0.1 0.0 0.1727
H -4.442118 -2.463612 -1.420635 0.0 -0.1 0.2 0.4087
H -1.957615 2.894347 2.682086 0.0 0.1 0.0 0.1628
H 4.503465 -1.861079 3.521813 0.0 0.0 0.1 0.2118
C 2.307806 -0.050004 -1.562704 0.0 0.0 -0.1 0.0590
H 1.487176 2.965600 -3.846286 0.0 0.1 -0.1 0.2157
H 0.987573 3.759170 0.822648 0.0 -0.1 0.0 0.1930
H -3.788116 1.698098 1.658228 0.0 0.1 0.1 0.2110
H 2.724780 -2.220801 1.852198 -0.1 0.0 0.0 0.2281
N -1.346517 -2.291860 0.599289 0.2 -0.3 0.2 -0.4444
C -0.478487 -1.569867 1.504514 0.1 0.3 0.0 -0.2089
H 0.026131 -2.246279 2.217260 0.0 0.0 0.0 0.1651
C -0.847544 3.473112 -0.318931 0.3 -0.1 0.3 -0.2498
C -2.766165 3.972900 0.978007 0.1 0.0 0.3 -0.2458
C 2.573383 -1.253324 -0.678915 -0.1 -0.2 0.0 -0.1233
H -0.011739 2.369817 1.341205 0.0 0.0 0.0 0.1637
H 1.237783 -0.271416 1.362388 0.0 0.0 0.0 0.2122
C 4.576838 -1.399178 2.547827 0.1 0.0 0.1 -0.2117
C 5.768922 -0.047293 0.975438 0.1 0.0 0.0 -0.2138
H 1.077792 -3.200946 -1.558161 0.0 0.0 0.0 0.2018
C -3.521379 -3.266134 0.176078 0.2 -0.1 0.3 0.6779
H -0.830269 4.496168 -0.709727 0.1 -0.1 0.0 0.1981
H 6.458643 -0.462198 2.960191 0.1 0.0 0.1 0.2109
C -0.572496 -3.232723 -0.185468 0.1 0.1 -0.3 -0.2295
H -1.244468 -3.761178 -0.864959 0.0 0.0 0.0 0.2103
C -3.452055 -0.885246 -0.478536 -0.2 0.5 0.1 0.1019
H 2.060152 3.324977 -1.474368 0.0 0.1 0.0 0.2121
N 1.355397 -1.779904 -0.064971 0.1 -0.1 -0.1 -0.4569
H -2.359293 -0.825485 -2.316691 0.1 -0.1 -0.1 0.2085
H -2.909193 -2.249671 1.969993 0.0 0.0 0.0 0.2203
C 5.675220 -0.618077 2.233258 0.1 0.0 0.1 -0.2068
N -2.226899 3.111115 -0.054486 -0.1 0.4 -0.1 -0.4543
```
Positions in Å, forces in eV/Å.

***

So what do the calculations give for E? Going down the list: -94648.9574 -45890.3983 -40680.4340 eV.